Record 1
This record from OMol25 describes a cluster of 9 separate species, C33H59N8O11 in total in a non-equilibrium geometry. The level of theory is wB97M-V/def2-TZVPD.

```
111
Properties=species:S:1:pos:R:3:forces:R:3:mulliken_charge:R:1
C -0.443481 1.735821 -0.429333 -0.662 0.473 0.114 -1.656
C 0.815690 0.888284 -0.639177 0.081 1.063 0.183 2.412
C 0.783625 -0.280048 0.329431 -0.477 -0.463 1.055 0.035
O 0.898706 0.486556 -1.909549 -0.236 -1.053 -1.423 -0.871
H -0.675570 2.525363 -1.168978 0.830 -0.146 0.200 0.385
H -0.515506 2.155658 0.574883 0.079 0.251 0.257 0.494
H -1.309282 1.080627 -0.527994 -0.136 -0.466 0.021 0.037
H 1.741470 1.472254 -0.377902 -0.253 0.284 0.299 -1.177
H -0.151974 -0.817439 0.228387 -0.829 0.137 0.039 -0.889
H 0.949026 -0.125514 1.437747 0.091 0.002 -1.189 -0.270
H 1.427955 -1.010123 -0.106375 1.269 -0.517 0.191 0.468
C -3.293574 -3.734866 -0.409677 0.853 -0.367 0.330 -1.095
C -3.598809 -4.857454 0.349577 -1.438 0.769 0.208 -0.786
C -2.709478 -5.327477 1.295212 0.454 -0.082 0.701 -0.595
C -1.470981 -4.700290 1.367184 0.953 0.595 -0.389 -0.339
C -1.060498 -3.629156 0.526710 -3.013 -1.686 -0.432 -0.788
C -2.030434 -3.157348 -0.383454 0.401 -1.150 1.494 0.206
N -0.477138 -5.127239 2.414781 -2.380 -0.904 -0.123 1.251
O 0.570864 -4.585895 2.408126 2.156 1.011 -0.004 -0.640
O -0.813767 -5.981974 3.223976 -0.203 0.070 -0.301 -0.693
H -4.042220 -3.240693 -0.970194 -0.686 0.164 -0.601 0.610
H -4.663190 -5.157354 0.337399 0.855 -0.283 0.037 0.283
H -2.979764 -6.078073 2.053506 0.257 0.305 -0.613 0.448
H -0.094888 -3.246756 0.540149 1.489 0.669 0.315 0.808
H -1.846479 -2.340225 -1.025217 0.384 0.821 -0.371 1.200
C -2.518404 -2.029047 3.221523 -1.368 -1.977 -0.720 -0.197
C -1.816295 -0.871469 3.032943 0.349 0.048 -0.719 -0.095
C -1.449460 -0.144955 4.157982 0.592 1.680 -1.312 0.017
C -1.724289 -0.607935 5.406659 -0.528 -2.090 -0.133 -0.426
C -2.396625 -1.844537 5.612373 -0.009 1.340 -0.941 -0.483
C -2.885670 -2.508137 4.507977 0.915 1.489 -0.898 -1.077
N -1.245313 0.114757 6.534674 0.554 0.696 2.471 1.048
O -1.369916 -0.386225 7.662854 -0.080 0.193 -1.233 -0.649
O -0.718605 1.203290 6.369148 -0.191 -0.282 -0.289 -0.605
H -2.859411 -2.640257 2.332565 0.336 1.012 1.084 0.257
H -1.547520 -0.548553 1.999633 -0.255 -0.137 1.074 0.641
H -0.978387 0.840533 3.995562 -0.109 -0.721 0.434 0.502
H -2.610324 -2.148722 6.598296 -0.158 -0.321 0.940 0.528
H -3.609780 -3.281311 4.578904 -0.094 -0.871 0.204 0.489
C 3.351307 -1.133351 4.197723 -1.841 1.131 1.673 0.126
O 4.246142 -1.902406 3.993613 0.753 -1.080 0.110 -0.589
N 2.936942 -0.167394 3.353793 0.755 0.374 -0.180 0.361
C 3.815501 -0.080083 2.189870 -1.109 -1.781 -0.794 -0.852
C 2.238210 1.043359 3.856577 0.767 -0.968 -0.949 -0.830
H 2.715021 -1.086680 5.139423 0.653 -0.452 -0.469 0.232
H 3.297304 0.414781 1.400065 -0.600 0.081 -0.814 0.016
H 4.168230 -1.125704 1.875062 -0.755 1.679 0.474 0.217
H 4.651363 0.513104 2.366648 1.801 0.972 0.706 0.509
H 2.853721 1.910458 3.832371 1.083 0.682 -0.080 0.382
H 1.457270 1.303559 3.160736 -0.839 -0.164 0.184 0.018
H 1.978745 0.944495 4.898296 -0.669 -0.398 0.124 0.444
C 0.856148 3.461794 -4.199776 -0.463 0.100 -0.783 0.030
O 0.272722 4.342936 -3.592117 -0.403 -0.296 0.214 -0.624
N 0.336719 2.312894 -4.727325 -2.665 1.872 1.594 0.188
C 1.194671 1.246820 -5.074183 0.694 -0.523 0.704 -0.743
C -1.107960 1.988528 -4.383647 1.466 0.538 -0.802 -0.085
H 1.876844 3.645297 -4.514005 0.770 -0.366 0.039 0.431
H 2.181777 1.709470 -5.201591 -0.070 -0.397 -0.812 0.382
H 0.739996 0.729713 -5.937388 0.793 -0.074 0.248 0.270
H 1.357695 0.617147 -4.172378 -0.504 -0.268 -0.621 0.112
H -1.103465 1.151463 -3.727374 0.099 -0.567 0.216 -0.294
H -1.563424 2.796792 -3.813995 0.204 0.247 -0.390 0.332
H -1.663613 1.768942 -5.312330 0.189 0.108 0.438 0.301
C 3.749068 1.098621 -2.725769 -3.304 -1.021 0.186 1.306
O 4.034581 2.242337 -3.039821 0.894 0.080 0.207 -0.730
N 4.515495 -0.009650 -2.720203 1.421 0.722 -0.581 0.166
C 3.897603 -1.333308 -2.774919 0.230 0.876 1.402 -0.628
C 5.946239 0.154976 -2.987113 0.185 -2.518 0.680 -1.089
H 2.663179 0.765543 -2.444027 1.034 0.929 -0.216 -0.381
H 4.050724 -1.747947 -3.765746 -0.333 -0.316 -0.112 0.283
H 2.848104 -1.240709 -2.425607 0.385 0.025 -0.724 -0.005
H 4.382380 -1.937315 -2.005632 0.156 -0.396 -0.239 0.360
H 6.528621 -0.286333 -2.111418 -0.474 1.189 -0.808 0.265
H 6.284549 -0.485448 -3.812641 -0.352 -0.018 -0.179 0.312
H 6.160653 1.156344 -3.294790 0.150 0.687 0.486 0.357
C 2.727537 4.010229 1.840084 0.273 -0.256 3.389 0.317
O 2.541593 4.359137 3.044579 0.001 -0.307 -2.760 -0.713
N 2.454232 4.698581 0.751902 -0.866 -0.474 -0.616 0.224
C 2.809854 4.227543 -0.583805 2.052 0.105 0.141 -0.876
C 1.674899 5.900268 0.847295 0.357 0.522 1.874 -1.087
H 3.187298 3.032754 1.662983 0.119 -0.106 -0.326 0.173
H 3.363851 3.280057 -0.514320 -0.202 0.309 0.124 0.088
H 3.534303 4.968556 -0.990026 -0.474 -0.454 -0.069 0.464
H 2.036592 4.059241 -1.314364 -0.817 0.208 0.168 0.334
H 1.319989 6.071456 -0.131318 -0.635 0.703 -0.895 0.404
H 0.861610 5.821817 1.601640 0.353 -0.300 -0.661 0.312
H 2.303869 6.718868 1.244628 -0.216 -0.071 -0.523 0.316
C -2.107008 -1.000168 -3.271752 0.931 0.768 0.892 0.776
O -3.207866 -0.536073 -3.448613 -1.625 -0.044 -0.481 -0.729
N -1.715193 -2.268777 -3.469216 0.490 -1.142 0.433 0.111
C -2.640026 -3.327934 -3.929615 -1.007 2.185 -0.395 -0.936
C -0.302834 -2.635059 -3.172419 -0.533 1.289 -2.101 -0.743
H -1.341852 -0.304068 -2.851068 0.324 -1.001 -0.119 -0.405
H -3.467147 -2.770094 -4.479055 0.823 -0.828 0.797 0.304
H -3.088871 -3.916272 -3.107832 0.446 0.206 -0.386 0.198
H -2.135074 -3.929957 -4.665235 0.254 -0.495 -0.065 0.385
H 0.196254 -1.724860 -2.784027 -0.138 -0.436 0.104 -0.018
H -0.266149 -3.453565 -2.466085 0.224 -0.299 -0.098 0.407
H 0.138530 -2.831362 -4.205334 -0.053 -0.366 1.539 0.339
C -4.327281 -0.121071 -0.065834 -1.217 -2.943 1.812 0.274
O -4.665520 -1.249683 0.430371 0.976 3.154 -1.046 -0.684
N -4.386810 1.053432 0.580713 0.615 0.654 -0.870 0.209
C -4.064231 2.311439 -0.101879 -0.215 -1.342 -1.624 -0.886
C -4.674827 1.161902 1.957076 1.400 1.959 1.596 -0.933
H -3.976860 -0.052518 -1.081807 0.125 0.098 -0.696 0.205
H -4.735111 3.087343 0.224924 -0.476 0.177 -0.093 0.351
H -4.178310 2.061584 -1.179084 -0.130 0.693 0.500 0.323
H -3.060470 2.688627 -0.017723 0.658 -0.198 0.595 0.288
H -5.334346 0.417380 2.274835 -0.679 -1.491 0.564 0.363
H -3.706453 1.185996 2.577050 -1.432 -0.209 -0.673 0.156
H -5.197538 2.128130 2.141638 0.399 -0.509 -0.122 0.351
```
Forces are in eV/Å.

The HOMO energy is -4.76 eV. The gap between HOMO and LUMO comes out at 6.0 eV. The total charge is -1.

---

Record 2
This record from OMol25 describes a structure of composition C33H60BKNO14S3 in a non-equilibrium geometry. The level of theory is wB97M-V/def2-TZVPD.

```
113
Properties=species:S:1:pos:R:3:forces:R:3:lowdin_spin:R:1
K 1.505021 -1.291901 -5.097315 -0.250 -0.584 0.214 0.000
C -3.927259 1.358227 3.786888 -0.467 0.691 -0.009 0.007
C -3.114074 0.829287 4.967118 -1.486 0.381 0.825 0.025
C -2.796500 -0.622431 4.614186 -0.007 -1.249 0.706 -0.001
C -1.578113 -1.268822 5.247287 -0.127 0.945 0.058 0.000
C -0.411140 -0.371652 5.104059 0.704 0.523 -1.218 -0.001
C -0.595523 1.110984 5.520529 2.340 -0.498 -0.441 0.020
N -1.915565 1.675726 5.096730 1.401 3.852 1.685 0.374
O -2.020672 3.064779 5.377544 -0.153 -5.370 -1.070 0.527
C 0.593897 1.803532 4.760696 -0.189 0.040 -0.231 0.007
C -0.290469 1.129115 7.037416 -1.348 1.179 -0.427 0.015
C -3.988403 0.910447 6.313096 0.804 -0.269 -0.203 0.021
H -4.280765 2.366093 4.004466 0.802 0.459 -0.338 -0.001
H -4.896657 0.911148 3.566697 0.147 -1.043 0.476 0.000
H -3.323453 1.229340 2.888609 -0.050 0.715 -0.104 0.000
H -2.748187 -0.805040 3.540679 -0.025 0.376 -0.075 0.000
H -3.613477 -1.220452 5.017932 -0.563 0.158 -0.455 0.000
H -1.319500 -2.189601 4.724433 -0.352 -0.318 0.454 0.000
H -1.688289 -1.373985 6.326594 -0.480 -0.685 0.083 0.000
H -0.080010 -0.324271 4.066658 -0.181 -0.296 -0.292 0.000
H 0.403735 -0.871363 5.627871 0.367 0.630 0.252 0.000
H 1.541429 1.290249 4.924479 -0.083 -0.281 0.821 0.000
H 0.792374 2.851977 4.983126 -0.487 0.021 0.063 0.000
H 0.530592 1.657626 3.682361 -0.664 0.480 -0.213 0.000
H -0.443771 2.140616 7.413546 -0.089 0.069 0.135 0.001
H 0.743276 0.864084 7.259269 -0.216 -0.363 -0.202 0.001
H -1.039548 0.480509 7.491628 0.315 -0.160 0.539 0.000
H -5.045273 1.032426 6.075913 0.073 0.127 -0.025 0.002
H -3.657509 1.673916 7.017170 -0.050 0.556 -0.565 0.001
H -3.901269 0.027156 6.945790 0.064 -0.523 -0.362 0.001
B -0.440435 -2.564653 -6.591319 -0.276 -0.070 -0.121 0.000
H -0.329064 -1.491488 -6.578673 0.339 4.246 -0.239 0.000
H 0.357212 -3.028126 -7.150966 3.271 -1.883 -2.667 0.000
H -0.336082 -2.906963 -5.573394 0.338 -1.432 4.123 0.000
H -1.441366 -2.804732 -6.914951 -3.708 -1.120 -1.550 0.000
C -1.402861 0.225033 -1.534675 4.007 -3.027 -2.489 0.000
C -1.000301 1.172755 -0.631688 -4.550 0.460 0.317 0.000
C 0.423770 1.291921 -0.130490 0.210 2.086 2.431 0.000
O 0.751604 2.004807 0.850900 -1.373 0.609 0.518 0.000
C 1.453527 0.654346 -0.722807 0.554 -3.597 -4.974 0.000
C 1.186809 -0.222530 -1.894342 -2.655 1.768 3.364 0.000
C -0.378984 -0.620512 -2.205804 -0.788 3.200 2.605 0.000
O -0.663820 -1.529822 -2.936048 0.595 -1.755 -1.451 0.000
O 2.027588 -0.726490 -2.591689 2.398 -1.214 -1.936 0.000
O -2.044017 1.814645 -0.227551 2.083 1.219 1.305 0.000
H -2.412781 0.024980 -1.860913 -0.192 0.298 0.291 0.000
H 2.491009 0.868358 -0.512502 -0.065 -0.030 0.334 0.000
C -4.201132 -3.138491 -1.259096 0.700 -0.846 -0.307 0.000
S -3.302794 -4.739638 -1.422895 1.849 0.802 -1.146 0.000
O -2.866128 -4.848209 -2.879031 -1.014 -0.209 1.705 0.000
C -1.723819 -4.180452 -0.638212 -0.096 0.753 0.157 0.000
H -4.793878 -3.190739 -2.172347 -0.285 0.411 0.210 0.000
H -3.482424 -2.320033 -1.300133 -0.100 0.035 -0.108 0.000
H -4.774049 -3.146661 -0.331841 -0.111 0.053 -0.144 0.000
H -0.978590 -4.974350 -0.588660 -0.415 -0.109 -0.102 0.000
H -1.774507 -3.651126 0.313282 -0.631 -0.558 0.517 0.000
H -1.351504 -3.353431 -1.242785 0.013 -0.286 -0.838 0.000
C 3.097451 -0.044238 2.673284 -1.151 -0.804 -0.104 0.000
S 4.368694 -1.308630 2.576466 0.341 -2.037 0.403 0.000
O 3.765154 -2.692674 2.985840 0.592 2.647 -0.880 0.000
C 4.614514 -1.360757 0.756796 -0.314 -0.685 -0.334 0.000
H 2.627982 -0.031770 3.656916 0.852 0.024 0.439 0.000
H 2.237121 -0.405717 2.110017 0.140 0.371 -0.836 0.000
H 3.445920 0.946689 2.382202 -0.027 -0.196 -0.168 0.000
H 5.057980 -0.492738 0.268982 -0.556 0.561 0.540 0.000
H 3.669678 -1.682778 0.318959 -0.226 0.661 -0.072 0.000
H 5.283656 -2.152335 0.419520 0.251 -0.356 0.922 0.000
C -0.341771 3.373835 -5.865778 1.737 -0.868 -0.838 0.000
S 0.389823 1.849005 -5.064014 0.059 0.261 -1.081 0.000
O 0.983073 0.970641 -6.191737 -0.496 2.262 1.689 0.000
C 1.807476 2.652420 -4.202942 -0.174 -0.504 -0.422 0.000
H -1.097676 2.968788 -6.538577 -0.744 0.455 0.725 0.000
H 0.391971 3.756120 -6.575420 0.547 -0.274 -0.083 0.000
H -0.451838 4.227854 -5.197477 -0.984 -0.553 0.305 0.000
H 2.196828 1.760733 -3.711615 0.661 0.181 0.016 0.000
H 1.625178 3.399370 -3.430333 -0.780 -0.159 -0.043 0.000
H 2.455199 3.109546 -4.951000 0.196 -0.395 -0.083 0.000
O 6.338651 4.707037 1.267242 -0.407 -0.539 -1.207 0.000
C 5.761566 4.230260 0.308461 0.291 1.674 1.416 0.000
O 5.112232 3.074329 0.385832 -0.069 -1.107 0.435 0.000
C 4.656750 2.635630 -0.873884 -0.609 0.158 -2.020 0.000
C 5.146256 3.681396 -1.883338 -0.295 -1.005 -0.145 0.000
C 5.502279 4.874035 -1.048309 0.553 -0.412 -0.209 0.000
H 3.580443 2.564346 -1.030618 -0.188 0.026 1.259 0.000
H 5.046987 1.675669 -1.211918 0.211 -0.224 0.859 0.000
H 4.331083 3.819818 -2.593577 0.500 0.199 -0.359 0.000
H 6.044430 3.240026 -2.315284 -0.065 0.432 -0.582 0.000
H 4.666578 5.566686 -0.948575 0.235 0.208 0.077 0.000
H 6.402116 5.312920 -1.479327 -0.196 0.583 0.510 0.000
O -3.869906 0.245731 -5.068632 -0.604 2.044 2.277 0.000
C -4.363411 0.732222 -4.056770 -0.998 -2.635 -3.210 0.000
O -5.146815 -0.128759 -3.296058 -0.014 -0.379 0.199 0.000
C -5.481887 0.468018 -2.069122 0.543 1.966 1.121 0.000
C -5.488069 1.996536 -2.383977 0.303 -0.714 0.899 0.000
C -4.472725 2.111223 -3.482123 1.362 -0.090 -0.145 0.000
H -4.738354 0.256280 -1.300732 0.699 0.066 -0.273 0.000
H -6.374167 0.195277 -1.505598 -0.690 -0.632 -1.200 0.000
H -5.137594 2.525315 -1.497601 -0.447 0.260 -0.016 0.000
H -6.471331 2.308469 -2.736103 -0.031 0.134 0.197 0.000
H -3.447494 2.196338 -3.121891 0.164 0.511 0.689 0.000
H -4.609319 2.954266 -4.159413 -0.120 -0.499 -0.385 0.000
O 5.334594 -4.278598 -1.257949 -5.873 -0.160 0.990 0.000
C 4.048783 -4.336887 -0.989736 8.204 -0.125 -1.158 0.000
O 3.690848 -4.196627 0.277157 1.557 0.926 0.540 0.000
C 2.334193 -4.367497 0.425419 -2.582 -2.836 -0.579 0.000
C 1.831661 -4.196146 -0.983449 -2.118 0.565 -0.848 0.000
C 2.949628 -4.593383 -1.937339 -0.687 0.765 1.059 0.000
H 1.701921 -3.879519 1.167182 1.176 1.242 0.074 0.000
H 2.174236 -5.401386 0.731335 0.189 -0.548 0.073 0.000
H 1.576046 -3.137516 -1.029041 -0.060 0.089 -0.777 0.000
H 0.956191 -4.782511 -1.262413 -0.192 0.305 0.477 0.000
H 3.021451 -3.956569 -2.819049 0.062 -0.222 0.079 0.000
H 2.837858 -5.645902 -2.197712 0.424 0.019 -0.095 0.000
```
Forces are in eV/Å.

The HOMO energy is -1.75 eV. The gap between HOMO and LUMO comes out at 5.2 eV. As for the multiplicity: 2. The total charge is -2.

---

Which of these has the lowest gap between HOMO and LUMO? C33H60BKNO14S3

---

The highest HOMO energy belongs to which entry? C33H60BKNO14S3

---

Which value of total charge does entry 1 give? -1

---

Among the records above, which one has the lowest total charge? C33H60BKNO14S3